The following is a DFT calculation (ωB97M-V/def2-TZVPD) of a cluster of 10 separate species, C38H99F6N5O18P in total.

Calculated values
- spin multiplicity = 1
- charge = -1
- highest occupied orbital energy (eV) = -7.049
- Kohn-Sham gap (eV) = 9.007
- ΔE to the lowest compared entry with this formula, charge and spin (kJ/mol) = 519.7

Geometry (Å):
C (15.5934, -0.2255, -9.9923)
H (26.4422, -6.7931, -6.6093)
H (27.6552, -16.8897, -12.4602)
C (23.9303, -9.4279, -3.4870)
C (16.0561, -2.5221, -9.6751)
H (23.2623, -15.4365, -11.1140)
H (24.3991, -6.2404, -14.2389)
O (16.0479, -13.3569, -11.8916)
C (22.0597, -2.6237, -3.8766)
H (17.7683, -3.3221, -8.5010)
H (23.6747, -19.4610, -8.9760)
H (17.5104, -15.3839, -15.2245)
H (28.7456, -4.7772, -16.7631)
O (27.0989, -3.6672, -16.2677)
H (17.0771, -8.1534, -8.3538)
H (25.5114, -3.2247, -5.5692)
C (17.3325, -6.0592, -9.2612)
H (21.7636, -17.4579, -15.3965)
C (23.5086, -2.5432, -4.3989)
H (26.2303, -2.3194, -4.2117)
C (17.5753, -14.6182, -10.5045)
H (25.0436, -7.8910, -3.1201)
C (25.1285, -15.7344, -12.1497)
C (17.1452, -6.7424, -6.2346)
H (16.7870, -6.3168, -5.2972)
H (22.8404, -0.1529, -3.3132)
H (22.1397, -17.4708, -9.9954)
H (14.9379, -0.1087, -9.1293)
H (24.5772, -9.6194, -4.3431)
H (25.8292, -5.1176, -17.1601)
H (22.0374, -19.6972, -9.4252)
H (23.5412, -2.8739, -5.4370)
C (28.1284, -4.5023, -15.9078)
N (24.4534, -3.4598, -3.8080)
H (21.7620, -18.5976, -16.6650)
H (25.9673, -13.7785, -6.0322)
O (25.5220, -7.5422, -12.1809)
H (18.0278, -14.0050, -18.5579)
H (16.0717, -5.0235, -8.3506)
H (27.3204, -1.9067, -13.8929)
C (26.3893, -14.6304, -6.5653)
H (20.4518, -13.3432, -15.5498)
O (16.6706, -15.6682, -10.3269)
H (27.3528, -17.3456, -14.0675)
F (23.0235, -9.1940, -9.0703)
H (17.6153, -6.3990, -10.2575)
H (17.9296, -3.6752, -10.2315)
H (23.2852, -8.0535, -5.5290)
H (19.8437, -11.8086, -16.1333)
O (23.5020, -7.8152, -15.2451)
C (26.4515, -5.7698, -6.2339)
H (16.6986, -13.4200, -16.4560)
O (18.3788, -13.1218, -15.4243)
H (18.2505, -5.8909, -8.6982)
H (15.9707, -15.6127, -10.9817)
H (16.0469, 0.7433, -10.2021)
H (19.6939, -12.0882, -14.5059)
H (21.4442, -0.0196, -2.2966)
C (25.5507, -15.8128, -6.1777)
H (18.1478, -14.7894, -11.4161)
C (22.7634, -18.1294, -10.5999)
N (28.2759, -3.7835, -13.4397)
H (27.0240, -4.3235, -18.2288)
H (24.6461, -17.9365, -11.4089)
O (16.5611, -1.2083, -9.8332)
C (27.0464, -16.6130, -13.3209)
H (19.5651, -16.7726, -14.4696)
H (25.7280, -15.6228, -11.2462)
F (21.4279, -9.5840, -10.6633)
O (26.0577, -3.5492, -11.1677)
H (28.3462, -15.0843, -6.4354)
F (22.8778, -11.2689, -8.2360)
P (22.1136, -10.4475, -9.4318)
H (14.9093, -0.4940, -10.7973)
F (21.0209, -9.9202, -8.3956)
H (17.5992, -7.7276, -6.1278)
H (15.6966, -7.4346, -9.1199)
C (25.0231, -8.0840, -13.4105)
C (19.6331, -12.6307, -15.4493)
O (26.3749, -5.5955, -4.7802)
C (23.7127, -16.2054, -11.7416)
O (27.6811, -14.5456, -6.0006)
H (27.4197, -5.3530, -6.5114)
H (18.3240, -16.2744, -17.7981)
H (26.1472, -1.6031, -11.9287)
C (16.5731, -7.2006, -8.5157)
H (25.7417, -5.1161, -6.7407)
H (15.5528, -2.3288, -8.7278)
H (27.8612, -4.6792, -13.2257)
C (17.9890, -16.1083, -15.8835)
C (26.7081, -2.5375, -11.9471)
C (21.1228, -18.1961, -15.8786)
H (27.8395, -5.4843, -15.5334)
H (26.3956, -14.3408, -7.6161)
H (23.2052, -7.1671, -13.2729)
H (19.4151, -14.2629, -17.4389)
H (25.6090, -3.4702, -17.6626)
H (24.5543, -4.9330, -11.0503)
H (15.2964, -2.7633, -10.4186)
H (22.6376, -22.0600, -10.1069)
O (19.9250, -17.5236, -16.4132)
H (23.9059, -22.3078, -11.2249)
C (23.0109, -19.4359, -9.8402)
H (26.2047, -3.1202, -13.9484)
C (26.3690, -4.1936, -17.3673)
N (16.5300, -4.8477, -9.2334)
C (17.7491, -13.2077, -16.6547)
H (16.6371, -13.0204, -12.5707)
O (24.7914, -8.6747, -2.6262)
H (25.0708, -14.8110, -12.7259)
O (25.8121, -16.8837, -7.1194)
H (23.0041, -0.6324, -1.6085)
C (17.2193, -3.5543, -9.4136)
H (25.9127, -16.0939, -5.1888)
H (27.5777, -2.1285, -11.4326)
H (17.4602, -12.4517, -10.7668)
F (23.2628, -10.9809, -10.4856)
H (23.8004, -10.3689, -2.9525)
C (22.6209, -8.7196, -3.8538)
H (22.3450, -18.3969, -11.5702)
O (25.6599, -16.6868, -13.0970)
C (16.7370, -13.2581, -10.6454)
H (15.9705, -13.1356, -9.8802)
C (23.6404, -21.7105, -10.3526)
H (24.6904, -9.1219, -13.4018)
H (25.9277, -8.1020, -14.0183)
H (18.2612, -14.4374, -9.6768)
N (23.9653, -17.3721, -10.9211)
O (21.8619, -1.9904, -2.5907)
H (24.0977, -3.2900, -10.6821)
H (21.3890, -2.2422, -4.6465)
N (17.8313, -15.6096, -17.2189)
H (22.0319, -9.4031, -4.4654)
H (23.8751, -1.5173, -4.3622)
H (24.3322, -3.8465, -12.3795)
C (25.7140, -3.2356, -4.4983)
H (29.1703, -2.7670, -15.1012)
H (22.8723, -7.1482, -15.5283)
H (21.9876, -8.4291, -3.0155)
F (21.0693, -11.6524, -9.7788)
H (25.3821, -16.7165, -7.9612)
H (27.3892, -15.6028, -13.5447)
H (29.8941, -4.2558, -14.5704)
C (24.7025, -3.8972, -11.3556)
O (23.0151, -7.6221, -4.7150)
C (23.9650, -7.2227, -14.0525)
H (19.9925, -15.5816, -15.6473)
C (19.4275, -16.5046, -15.5171)
C (26.7625, -4.3270, -4.2655)
H (24.2118, -4.3785, -4.1510)
O (23.5441, -20.3468, -10.8281)
H (25.0172, -7.7403, -11.3888)
C (28.9344, -3.7754, -14.7610)
H (18.0675, -6.1931, -6.4232)
H (17.8556, -12.2593, -17.1812)
H (23.0071, -16.4584, -12.5329)
C (27.0950, -2.8437, -13.3835)
O (16.1402, -6.7172, -7.2233)
H (27.0254, -4.4276, -3.2125)
H (24.4757, -15.6434, -6.2386)
H (21.7716, -3.6559, -3.6771)
H (27.7128, -4.0310, -4.7099)
H (17.3450, -16.9852, -15.8166)
C (22.3354, -0.6228, -2.4693)
H (20.9809, -19.0059, -15.1629)
C (18.3316, -14.2974, -17.5528)
H (24.4412, -21.9756, -9.6624)

Forces on atoms 1 to 6 (eV/Å):
C -0.66 -0.12 -0.22
H -0.47 -0.04 0.78
H -0.23 -0.14 0.64
C 0.61 0.08 1.09
C 0.93 0.91 1.77
H -0.08 0.21 -0.09